Record 1
C2H9N4P | ωB97M-V with the def2-TZVPD basis set

```
16
Properties=species:S:1:pos:R:3
C -0.633 0.428 2.433
N -0.533 1.235 1.421
P 0.126 0.603 -0.024
N -0.612 1.601 -1.153
N 1.675 1.251 0.274
N 0.407 -0.948 -0.276
C -0.493 -2.020 -0.067
H -1.023 0.669 3.404
H -0.311 -0.597 2.352
H -0.214 2.538 -1.096
H -0.440 1.324 -2.106
H 2.133 1.848 -0.421
H 2.270 0.601 0.754
H -0.840 -1.913 0.914
H 0.098 -2.919 0.031
H -1.390 -2.168 -0.616
```

Values from the calculation:
- LUMO (hartree) = 0.0286
- DFT total energy (Ha) = -641.9588
- energy above the lowest of the compared OMol25 structures with the same formula, charge and spin (kJ/mol) = 57.6
- M (g mol⁻¹) = 120.10
- HOMO level (Eh) = -0.3041

Atomic partial charges in e from the Mulliken method, atoms 1 to 5: -0.1738, -0.4396, 0.6932, -0.6311, -0.5438

Record 2
C2H9NO | ωB97M-V with the def2-TZVPD basis set

```
13
Properties=species:S:1:pos:R:3
C 1.393 -0.853 0.140
C 0.547 0.229 -0.561
N -0.207 1.180 0.250
H 0.711 -1.563 0.748
H 1.834 -1.544 -0.636
H 2.215 -0.350 0.668
H 1.195 0.849 -1.203
H -0.256 -0.284 -1.106
H 0.329 1.540 1.018
H -0.584 1.915 -0.341
O -2.625 -0.241 -0.028
H -2.858 -0.788 0.771
H -1.695 -0.090 0.282
```

Values from the calculation:
- LUMO (hartree) = 0.0366
- DFT total energy (Ha) = -211.5679
- energy above the lowest of the compared OMol25 structures with the same formula, charge and spin (kJ/mol) = 45.0
- M (g mol⁻¹) = 63.10
- HOMO level (Eh) = -0.3471

Atomic partial charges in e from the Mulliken method, atoms 1 to 5: -0.9096, -0.3699, -0.5917, 0.2236, 0.2920